# 1
# C4H5NO3

An isolated molecule of C4H5NO3 (ωB97M-V with the def2-TZVPD basis set, the Open Molecules 2025 dataset).

XYZ file:
```
13
Properties=species:S:1:pos:R:3:nbo_charge:R:1
C -1.863 0.330 -0.429 0.41
C -0.723 0.005 0.467 -0.09
C 1.362 -1.017 0.046 0.15
C 0.388 1.012 0.235 -0.07
H -2.239 1.465 -0.679 0.13
H -0.958 -0.166 1.602 0.22
H 1.506 -2.162 -0.116 0.22
H 1.733 -0.526 0.968 0.20
H 0.195 2.138 0.818 0.23
N 1.349 0.947 -0.781 -0.09
O -2.369 -0.580 -1.009 -0.47
O -0.088 -1.150 0.095 -0.52
O 1.706 -0.296 -1.217 -0.33
```

As for the energy above the lowest of the compared OMol25 structures with the same formula, charge and spin: 148.2 kcal/mol. The HOMO energy is -9.562 eV. As for the SMILES: O=C[C@@H]1C=NOCO1.



# 2
# C6H4Cl2CuF12MgNaO12S4

A structure of composition C6H4Cl2CuF12MgNaO12S4 (ωB97M-V with the def2-TZVPD basis set, the Open Molecules 2025 dataset).

XYZ file:
```
43
Properties=species:S:1:pos:R:3:nbo_charge:R:1
Na -2.962 -1.098 -3.685 0.99
Cu 0.262 2.904 -1.975 1.03
Mg -2.259 -0.006 1.728 1.88
C -1.329 4.250 2.449 0.77
F -2.413 4.499 3.249 -0.30
F -0.849 5.377 1.971 -0.30
F -0.283 3.758 3.153 -0.31
S -1.839 3.086 0.959 2.32
O -3.081 3.510 0.391 -0.89
O -0.837 3.055 -0.114 -1.07
O -1.901 1.779 1.632 -1.17
C 0.847 -1.903 -0.907 0.79
F 0.194 -3.024 -0.965 -0.29
F 1.548 -1.779 0.226 -0.31
F 1.663 -1.870 -1.949 -0.29
S -0.419 -0.392 -0.937 2.31
O 0.426 0.795 -1.290 -1.02
O -1.389 -0.602 -2.003 -1.02
O -1.066 -0.360 0.381 -1.11
C 4.463 1.151 -1.569 0.78
F 5.018 0.622 -2.678 -0.29
F 3.473 0.396 -1.053 -0.30
F 5.362 1.353 -0.540 -0.30
S 3.704 2.873 -2.175 2.15
O 4.625 3.883 -1.539 -0.55
O 3.793 2.844 -3.670 -0.69
O 2.356 2.843 -1.565 -0.88
C -6.065 -1.513 0.392 0.81
F -6.246 -2.521 -0.443 -0.30
F -7.200 -0.853 0.576 -0.28
F -5.477 -1.835 1.503 -0.30
S -4.746 -0.267 -0.456 2.25
O -4.263 -0.760 -1.738 -1.03
O -5.402 1.047 -0.464 -0.90
O -3.627 -0.219 0.539 -1.20
Cl 5.178 -4.568 1.809 -0.03
C 3.731 -3.976 1.000 -0.41
C 2.581 -3.854 1.950 -0.38
Cl 3.049 -2.565 3.104 -0.07
H 3.374 -4.692 0.259 0.22
H 4.029 -3.034 0.541 0.23
H 2.305 -4.762 2.487 0.23
H 1.672 -3.573 1.420 0.21
```

As for the spin multiplicity: 2. As for the energy above the lowest of the compared OMol25 structures with the same formula, charge and spin: 88.8 kcal/mol. The net charge is +1. The HOMO energy (alpha / beta) is -12.577 / -12.577 eV.



# 3
# C20H18ClN4OPtS

A structure of composition C20H18ClN4OPtS (ωB97M-V with the def2-TZVPD basis set, the Open Molecules 2025 dataset).

XYZ file:
```
46
Properties=species:S:1:pos:R:3:nbo_charge:R:1
Pt 4.364 11.961 9.967 0.91
Cl 8.361 17.994 11.939 0.02
C 7.144 16.771 11.660 -0.09
C 5.842 17.166 11.318 -0.16
C 4.915 16.231 10.975 -0.23
C 5.224 14.859 10.897 0.43
O 4.296 14.097 10.386 -0.77
C 6.542 14.409 11.273 -0.25
C 7.069 13.141 10.990 0.21
N 6.415 12.188 10.360 -0.60
C 7.282 11.203 9.803 0.20
C 8.588 11.435 9.511 -0.24
C 9.454 10.346 9.255 -0.19
C 8.948 9.085 9.018 -0.17
C 7.531 8.822 9.167 -0.06
C 6.985 7.527 9.076 -0.12
C 5.698 7.367 9.443 -0.24
C 4.899 8.511 9.699 0.09
N 5.371 9.712 9.809 -0.46
C 6.699 9.904 9.638 0.11
C 7.460 15.440 11.680 -0.14
H 5.649 18.211 11.389 0.24
H 3.899 16.494 10.743 0.21
H 8.122 12.979 11.331 0.21
H 9.036 12.361 9.633 0.22
H 10.511 10.511 9.285 0.23
H 9.625 8.237 8.737 0.23
H 7.758 6.739 9.010 0.24
H 5.304 6.388 9.546 0.24
H 3.860 8.298 9.797 0.21
H 8.501 15.145 11.913 0.23
S 2.441 11.689 8.890 -0.09
C 1.608 13.177 8.826 0.34
N 0.477 13.064 8.173 -0.54
C -0.389 14.153 7.801 -0.23
C -0.065 15.406 8.559 -0.42
C 1.463 15.583 8.740 -0.23
N 2.033 14.351 9.304 -0.57
H 0.322 12.108 7.883 0.43
H -1.449 13.956 8.086 0.23
H -0.256 14.309 6.734 0.21
H -0.519 15.403 9.547 0.22
H -0.446 16.236 8.022 0.24
H 1.559 16.408 9.469 0.22
H 1.978 15.896 7.815 0.21
H 2.917 14.328 9.820 0.46
```

As for the spin multiplicity: 3. As for the energy above the lowest of the compared OMol25 structures with the same formula, charge and spin: 0.0 kcal/mol. The net charge is +1. The HOMO energy (alpha / beta) is -10.504 / -10.699 eV.



# 4
# C47H46F5IrN4O2P

A structure of composition C47H46F5IrN4O2P (ωB97M-V with the def2-TZVPD basis set, the Open Molecules 2025 dataset).

XYZ file:
```
106
Properties=species:S:1:pos:R:3:lowdin_charge:R:1
Ir -0.434 0.645 -1.027 1.09
C 2.863 1.271 -1.343 -0.04
C 2.189 2.729 0.448 -0.36
C 1.597 3.883 -0.356 0.02
C 1.471 2.656 1.805 -0.09
C 1.956 3.473 2.817 -0.05
C 1.446 3.464 4.098 -0.04
C 0.472 2.543 4.387 -0.02
C -0.107 1.732 3.412 -0.11
C -1.090 0.726 4.046 -0.36
C -2.398 1.341 4.567 -0.05
C -1.350 -0.568 3.293 -0.06
C 0.295 1.878 2.052 -0.12
N -0.588 1.392 1.018 -0.04
C -1.859 1.668 1.265 -0.12
C -2.906 1.268 0.455 -0.34
C -4.292 1.445 0.642 0.00
C -4.898 0.830 -0.425 -0.01
C -3.871 0.303 -1.258 -0.25
N -2.675 0.553 -0.715 -0.02
C -4.160 -0.414 -2.555 -0.54
C -5.005 -1.663 -2.257 -0.03
C -2.894 -0.838 -3.281 -0.05
C -4.960 0.533 -3.464 -0.03
H 2.734 2.063 -2.083 0.10
H 2.530 0.331 -1.771 0.08
H 3.922 1.153 -1.095 0.09
H 3.798 3.831 1.406 0.18
H 0.520 3.810 -0.254 0.07
H 1.863 3.866 -1.411 0.09
H 1.899 4.841 0.067 0.11
H 2.775 4.161 2.647 0.11
H 1.848 4.119 4.858 0.12
H 0.129 2.435 5.409 0.13
H -0.541 0.428 4.944 0.13
H -3.144 1.459 3.780 0.07
H -2.238 2.311 5.038 0.08
H -2.836 0.678 5.313 0.09
H -2.125 -0.478 2.537 0.07
H -1.677 -1.333 4.000 0.10
H -0.445 -0.934 2.812 0.05
H -2.103 2.262 2.136 0.13
H -4.765 1.953 1.468 0.12
H -5.956 0.756 -0.614 0.11
H -4.428 -2.404 -1.698 0.08
H -5.324 -2.124 -3.194 0.10
H -5.897 -1.419 -1.681 0.09
H -2.254 -1.443 -2.637 0.05
H -2.331 0.031 -3.626 0.07
H -3.156 -1.439 -4.154 0.10
H -5.930 0.777 -3.033 0.09
H -5.131 0.062 -4.433 0.09
H -4.417 1.467 -3.628 0.09
O 0.508 1.354 -3.741 -0.03
N 0.173 0.233 -2.964 -0.20
C 0.400 -0.816 -3.655 -0.08
C 0.232 -2.204 -3.266 -0.22
C 0.246 -3.105 -4.334 -0.01
C 0.054 -4.459 -4.129 -0.03
C -0.142 -4.924 -2.840 -0.03
C -0.142 -4.039 -1.771 -0.05
C 0.047 -2.672 -1.958 -0.30
P 0.120 -1.591 -0.484 1.00
C 1.818 -1.843 0.121 -0.36
C 2.158 -1.343 1.378 -0.10
C 3.419 -1.573 1.903 -0.07
C 4.370 -2.265 1.159 -0.07
C 4.050 -2.733 -0.107 -0.06
C 2.772 -2.537 -0.619 -0.07
C -0.932 -2.518 0.665 -0.38
C -2.312 -2.422 0.504 -0.09
C -3.158 -3.218 1.259 -0.05
C -2.632 -4.115 2.179 -0.05
C -1.257 -4.219 2.338 -0.06
C -0.405 -3.429 1.580 -0.10
H 0.171 2.110 -3.247 0.04
H 0.739 -0.635 -4.671 0.15
H 0.396 -2.729 -5.339 0.12
H 0.057 -5.141 -4.967 0.12
H -0.295 -5.980 -2.658 0.12
H -0.296 -4.428 -0.774 0.11
H 1.430 -0.787 1.959 0.09
H 3.657 -1.228 2.901 0.11
H 5.350 -2.456 1.575 0.11
H 4.781 -3.280 -0.687 0.11
H 2.525 -2.944 -1.591 0.11
H -2.727 -1.719 -0.206 0.07
H -4.229 -3.135 1.130 0.12
H -3.292 -4.735 2.770 0.12
H -0.843 -4.924 3.047 0.12
H 0.665 -3.533 1.702 0.11
F 7.538 1.545 -0.400 0.26
C 6.371 1.986 -0.071 -0.06
C 5.823 3.059 -0.787 -0.13
F 6.507 3.595 -1.775 0.19
C 4.590 3.521 -0.432 -0.12
F 4.125 4.559 -1.072 0.20
C 3.802 2.992 0.694 -0.04
O 2.097 1.478 -0.167 -0.18
C 4.473 1.863 1.367 -0.10
F 3.893 1.317 2.391 0.22
C 5.691 1.377 0.994 -0.12
F 6.263 0.377 1.632 0.18
N -1.592 3.466 -1.786 0.25
C -1.105 2.441 -1.561 -0.22
H -2.073 4.334 -1.916 0.13
```

As for the spin multiplicity: 2. The net charge is +2. The HOMO energy (alpha / beta) is -12.016 / -12.006 eV.